1.
Entry from the OMol25 dataset: the molecule C2H5N2P at a distorted geometry (the ωB97M-V functional and the def2-TZVPD basis).

Results
Energy relative to the best compared isomer or geometry (same formula, charge and spin) ... 247.4 kJ/mol

The geometry in XYZ format:
```
10
Properties=species:S:1:pos:R:3:forces:R:3
C -0.813256 -1.122316 -0.127803 1.1 -1.4 0.1
C -0.644393 0.448655 -0.058434 1.9 0.2 -3.5
N 0.116609 -1.984162 0.001685 -1.4 3.0 -0.4
N 0.689137 0.923262 -0.464223 0.6 -0.4 -0.6
P 2.038035 0.093990 0.096036 -1.6 -0.7 1.6
H -1.905180 -1.371337 -0.040659 0.8 -0.2 -0.3
H -1.369720 1.144580 -0.477537 -0.5 -0.7 0.0
H -0.617029 0.480614 0.945268 -0.3 0.9 3.8
H 0.918306 1.269475 -1.412503 -1.2 -0.4 0.7
H 1.587494 0.117236 1.538174 0.5 -0.2 -1.4
```
Positions in Å, forces in eV/Å.



2.
Entry from the OMol25 dataset: a structure of composition C4H13N2O at a distorted geometry (the ωB97M-V functional and the def2-TZVPD basis).

Results
Energy relative to the best compared isomer or geometry (same formula, charge and spin) ... 575.2 kJ/mol
Charge ... +1

The geometry in XYZ format:
```
20
Properties=species:S:1:pos:R:3:forces:R:3
C -2.898064 -0.017996 -0.387262 1.3 -0.5 2.4
C -1.563483 0.792813 0.072326 -1.9 0.2 0.0
C -0.380801 -0.000670 -0.030085 4.9 -2.0 -3.6
C 0.957587 0.343062 0.194887 -0.2 0.3 2.9
N 2.230688 -0.923811 0.454643 -2.3 2.0 0.6
N -2.856583 -1.183318 0.556446 0.2 0.3 1.8
H -2.745196 -0.411992 -1.400806 -0.3 0.4 0.2
H -3.863268 0.516896 -0.249751 1.0 0.3 -0.5
H -1.140760 0.387287 1.096325 -2.7 1.3 1.0
H -1.640736 1.917306 -0.049197 0.8 -1.5 0.5
H -0.508718 -1.020319 -0.495718 -0.3 0.9 1.0
H 1.168786 1.176314 0.997619 0.2 -1.8 -2.0
H 3.112195 -0.467532 0.616438 0.4 1.0 -0.2
H 2.164224 -1.574796 1.257628 -0.7 0.2 -0.9
H 2.324518 -1.344096 -0.444808 0.0 -0.9 -0.6
H -2.761525 -0.875369 1.606323 -0.8 -0.8 -2.9
H -3.610496 -1.877775 0.450830 0.5 0.8 0.1
H 4.698695 1.396868 -1.615358 2.0 -0.2 -0.6
H 3.442004 1.974780 -1.390687 -2.3 3.0 -0.4
O 3.870928 1.192346 -1.239802 0.3 -3.0 1.1
```
Positions in Å, forces in eV/Å.



3.
Entry from the OMol25 dataset: the ion C3H7OS2 with charge -1 at a distorted geometry (the ωB97M-V functional and the def2-TZVPD basis).

Results
Energy relative to the best compared isomer or geometry (same formula, charge and spin) ... 82.7 kJ/mol
SMILES ... [O-]CCCSS
Charge ... -1

The geometry in XYZ format:
```
13
Properties=species:S:1:pos:R:3:forces:R:3
C 0.938268 -0.107705 -0.480322 -0.9 0.6 -0.5
C 0.384335 0.047164 -1.965165 0.9 -0.1 0.1
O -0.606100 -0.768494 -2.261170 -0.3 -0.3 -0.2
C -0.298563 -0.116703 0.370159 -0.6 0.1 1.3
S -0.067340 -0.535526 2.156320 0.7 0.4 0.2
S -1.278183 0.842872 3.224277 0.6 -0.6 -0.5
H 1.526590 -1.023722 -0.451019 0.0 -0.1 0.3
H 1.524491 0.787679 -0.258801 0.4 -0.2 0.2
H 1.337231 -0.093927 -2.557745 -0.1 0.0 -0.2
H 0.172032 1.144399 -2.095043 -0.1 0.1 0.2
H -0.791570 0.855474 0.439434 0.2 0.1 -0.4
H -1.045086 -0.818672 0.043380 0.0 -0.2 -0.6
H -1.796107 -0.212838 3.835694 -0.6 0.1 0.4
```
Positions in Å, forces in eV/Å.